{
  "formula": "C24H52O12S2Si",
  "method": "ωB97M-V with the def2-TZVPD basis set",
  "total_energy_ev": -79848.067,
  "total_charge": 0,
  "smiles": "CCCCC[C@@]1(OCCC)C(=O)O[C@H](CCO[Si](C)(C)C)[C@@H]1COO.CCOS(C)(=O)=O.CCOS(C)(=O)=O",
  "gap_ev": 10.10,
  "e_homo_ha": -0.3508,
  "e_lumo_ha": 0.0204,
  "elements": ["C", "C", "C", "C", "C", "C", "O", "C", "C", "C", "C", "O", "O", "C", "C", "C", "O", "Si", "C", "C", "C", "C", "C", "O", "O", "H", "H", "H", "H", "H", "H", "H", "H", "H", "H", "H", "H", "H", "H", "H", "H", "H", "H", "H", "H", "H", "H", "H", "H", "H", "H", "H", "H", "H", "H", "H", "H", "H", "H", "H", "H", "O", "S", "O", "O", "C", "C", "C", "H", "H", "H", "H", "H", "H", "H", "H", "O", "S", "O", "O", "C", "C", "C", "H", "H", "H", "H", "H", "H", "H", "H"],
  "positions_angstrom": [[6.4628, -3.2219, 3.9202], [4.9441, -3.0946, 3.9378], [4.3293, -2.9952, 2.5448], [2.7973, -2.8141, 2.5691], [1.9922, -3.9921, 1.9846], [1.4340, -3.7854, 0.5662], [0.7437, -4.9074, 0.0530], [0.2229, -5.9177, 0.9061], [-0.9972, -5.5574, 1.7585], [-1.0867, -6.4718, 2.9861], [0.5037, -2.5651, 0.5458], [-0.6386, -2.5158, 0.8880], [1.1803, -1.4941, 0.0907], [2.1716, -1.9251, -0.8692], [1.6084, -1.7783, -2.2771], [0.7222, -0.5568, -2.4414], [1.4710, 0.5893, -2.0839], [0.7406, 1.9561, -1.4760], [-0.5605, 2.5364, -2.6744], [2.0958, 3.2166, -1.2937], [-0.0555, 1.6359, 0.1792], [2.5539, -3.3707, -0.4256], [2.8136, -4.3150, -1.5930], [3.7506, -5.3502, -1.3321], [3.3846, -6.0184, -0.0889], [6.9235, -2.3040, 3.5456], [6.8721, -3.4143, 4.9128], [6.7734, -4.0392, 3.2634], [4.5089, -3.9588, 4.4520], [4.6627, -2.2044, 4.5101], [4.5863, -3.9034, 1.9868], [4.8060, -2.1694, 2.0049], [2.4841, -2.6883, 3.6092], [2.5273, -1.8799, 2.0741], [1.1735, -4.2440, 2.6590], [2.6338, -4.8741, 1.9287], [1.0283, -6.3221, 1.5304], [-0.0544, -6.7110, 0.2087], [-1.8968, -5.6649, 1.1500], [-0.9466, -4.5141, 2.0597], [-0.7105, -7.4748, 2.7684], [-0.4988, -6.0804, 3.8208], [-2.1153, -6.5672, 3.3364], [3.0184, -1.2519, -0.7467], [1.0425, -2.6686, -2.5685], [2.4397, -1.6674, -2.9787], [0.4140, -0.4899, -3.4913], [-0.1840, -0.6574, -1.8328], [-0.1188, 2.7466, -3.6505], [-1.3538, 1.7910, -2.7809], [-1.0239, 3.4506, -2.3012], [2.2926, 3.7426, -2.2293], [3.0250, 2.7628, -0.9422], [1.7867, 3.9619, -0.5544], [-0.4276, 2.5875, 0.5718], [-0.8992, 0.9438, 0.1181], [0.6575, 1.2244, 0.8971], [3.5099, -3.3011, 0.0968], [1.8943, -4.7289, -2.0103], [3.3387, -3.7605, -2.3760], [4.2395, -6.4443, 0.0720], [-3.8899, 2.3350, -1.3859], [-4.8262, 1.3914, -0.8437], [-6.1791, 1.4369, -1.3051], [-4.7857, 1.4984, 0.7379], [-4.8805, 2.8220, 1.3213], [-6.2819, 3.3891, 1.2790], [-4.2005, -0.2386, -0.9843], [-4.1615, 3.4700, 0.8179], [-4.5428, 2.6704, 2.3441], [-6.6068, 3.5842, 0.2586], [-6.3005, 4.3263, 1.8366], [-6.9889, 2.6966, 1.7349], [-3.1807, -0.2680, -0.6115], [-4.2376, -0.4869, -2.0432], [-4.8435, -0.9047, -0.4155], [-0.7478, 6.3460, -2.6334], [-2.1460, 6.6007, -2.4461], [-2.9749, 6.7992, -3.5945], [-2.3054, 7.8327, -1.4541], [-1.5790, 9.0453, -1.7806], [-2.2186, 9.8344, -2.9015], [-2.8567, 5.3829, -1.4025], [-0.5464, 8.7767, -2.0066], [-1.5898, 9.6041, -0.8472], [-2.1708, 9.2993, -3.8477], [-1.6915, 10.7830, -3.0101], [-3.2654, 10.0387, -2.6777], [-2.2192, 5.2550, -0.5315], [-2.9194, 4.4601, -1.9749], [-3.8558, 5.7059, -1.1216]],
  "mulliken_charge": [-1.34, -0.47, -0.72, -0.85, -0.97, 2.41, -0.38, -0.91, 0.12, -1.36, -0.63, -0.69, -0.34, -0.24, -1.13, -0.56, -0.51, 0.37, -0.36, -1.09, -0.71, 0.80, -0.94, -0.42, -0.22, 0.32, 0.38, 0.32, 0.32, 0.36, 0.26, 0.36, 0.67, 0.09, 0.33, 0.53, 0.35, 0.46, 0.47, 0.08, 0.32, 0.30, 0.39, 0.52, 0.42, 0.38, 0.44, 0.21, 0.38, 0.27, -0.33, 0.32, 0.28, 0.35, 0.48, 0.03, 0.25, -0.18, 0.34, 0.34, 0.29, -0.45, 1.03, -0.62, -0.28, 0.00, -1.10, -0.74, 0.02, 0.29, 0.30, 0.40, 0.31, 0.05, 0.39, 0.37, -0.65, 1.30, -0.65, -0.29, -0.37, -0.98, -1.08, 0.34, 0.27, 0.31, 0.39, 0.26, 0.37, 0.36, 0.50]
}

{
  "formula": "C24H53Cl2N2O9P3S",
  "method": "ωB97M-V with the def2-TZVPD basis set",
  "total_energy_ev": -110893.708,
  "total_charge": 0,
  "smiles": "C[C@H](Cl)[C@H](Cl)[PH3]CCCCCCCSc1nnco1.CCOP(=O)(OCC)OCC.CCOP(=O)(OCC)OCC",
  "gap_ev": 7.21,
  "e_homo_ha": -0.3204,
  "e_lumo_ha": -0.0555,
  "de_lowest_kj_mol": 751.4,
  "elements": ["C", "C", "Cl", "C", "Cl", "P", "C", "C", "C", "C", "C", "C", "C", "S", "C", "N", "N", "C", "O", "H", "H", "H", "H", "H", "H", "H", "H", "H", "H", "H", "H", "H", "H", "H", "H", "H", "H", "H", "H", "H", "H", "H", "O", "P", "O", "C", "C", "O", "C", "C", "O", "C", "C", "H", "H", "H", "H", "H", "H", "H", "H", "H", "H", "H", "H", "H", "H", "H", "O", "P", "O", "C", "C", "O", "C", "C", "O", "C", "C", "H", "H", "H", "H", "H", "H", "H", "H", "H", "H", "H", "H", "H", "H", "H"],
  "positions_angstrom": [[-1.7446, 5.9647, -3.0823], [-1.0030, 4.5082, -3.1299], [-2.3419, 3.2574, -3.2137], [-0.0839, 4.4293, -1.8185], [1.4920, 5.3239, -2.2585], [0.3099, 2.6685, -1.1956], [0.7201, 0.9842, -0.3914], [-0.1818, 0.7939, 0.9528], [0.7220, 0.4416, 2.2480], [-0.0281, -0.4850, 3.3245], [-0.4083, -1.9402, 2.7439], [0.7466, -3.0548, 3.0048], [-0.0098, -4.4020, 3.4716], [0.9041, -5.9609, 2.9309], [0.6328, -5.9731, 1.1153], [1.5064, -6.1772, 0.0077], [0.6481, -6.0150, -1.0600], [-0.6860, -5.7200, -0.6618], [-0.7007, -5.6870, 0.7602], [-2.8349, 5.8809, -2.7438], [-1.2222, 6.6016, -2.2746], [-1.6435, 6.5368, -4.0653], [-0.4140, 4.5144, -4.1108], [-0.5663, 5.0233, -0.9565], [-1.0799, 2.4233, -0.8669], [1.1607, 3.2865, -0.1853], [0.9489, 2.2938, -2.4244], [1.8463, 0.9779, -0.1326], [0.5106, 0.1294, -1.1347], [-1.0306, 0.0528, 0.7908], [-0.6536, 1.8140, 1.1675], [0.9893, 1.4286, 2.7531], [1.7031, -0.0791, 1.9674], [-1.0249, 0.0257, 3.5883], [0.5734, -0.5875, 4.2871], [-1.3521, -2.2705, 3.3101], [-0.6620, -1.8934, 1.6309], [1.4892, -2.7025, 3.8057], [1.3154, -3.1935, 2.0167], [-0.2253, -4.4470, 4.5881], [-1.0355, -4.3900, 2.9447], [-1.6268, -5.5602, -1.2707], [-7.8447, -4.7844, -0.0876], [-7.0422, -6.0882, -0.1175], [-5.7267, -5.4955, -0.9322], [-4.8062, -4.6797, -0.2259], [-4.0274, -5.4648, 0.8141], [-7.8420, -6.7641, -1.4068], [-9.1312, -6.2843, -1.7792], [-9.0405, -5.1226, -2.7589], [-6.2055, -7.5848, -0.0161], [-6.2690, -8.2538, 1.2434], [-7.6849, -8.4181, 1.7630], [-5.3303, -3.8388, 0.2377], [-4.1103, -4.2698, -0.9628], [-4.6738, -5.7208, 1.6598], [-3.1925, -4.8781, 1.2054], [-3.6415, -6.3979, 0.3980], [-9.7076, -6.0066, -0.8903], [-9.6730, -7.1099, -2.2469], [-8.2823, -4.3925, -2.4772], [-10.0014, -4.6094, -2.8387], [-8.7622, -5.4875, -3.7528], [-5.6633, -7.7080, 1.9720], [-5.8112, -9.2372, 1.1123], [-8.1733, -7.4497, 1.9144], [-7.6797, -8.9415, 2.7220], [-8.2956, -8.9824, 1.0546], [6.2657, 7.9849, -0.3557], [6.9420, 6.6170, -0.4845], [5.7640, 5.7370, 0.2774], [4.5632, 5.4622, -0.4283], [4.7840, 4.4971, -1.5784], [7.9762, 6.8046, 0.8024], [8.2663, 8.1072, 1.3015], [7.2624, 8.5433, 2.3596], [7.7616, 5.1329, -0.7616], [8.3260, 4.9626, -2.0614], [9.2032, 6.1241, -2.4899], [4.1180, 6.3950, -0.7863], [3.8664, 5.0158, 0.2856], [5.3216, 4.9938, -2.3932], [3.8325, 4.1420, -1.9817], [5.3797, 3.6371, -1.2646], [8.3128, 8.8302, 0.4801], [9.2665, 8.0819, 1.7409], [6.2333, 8.3168, 2.0823], [7.3414, 9.6166, 2.5471], [7.4512, 8.0153, 3.2998], [7.5214, 4.8130, -2.7866], [8.9189, 4.0450, -2.0404], [8.6388, 7.0616, -2.5302], [9.6164, 5.9417, -3.4848], [10.0256, 6.2702, -1.7859]],
  "mulliken_charge": [-1.03, 0.23, -0.21, -0.78, -0.18, 0.41, -0.89, -0.41, -0.82, -0.82, -0.39, -0.40, -0.31, -0.14, 0.32, -0.31, -0.34, 0.00, -0.06, 0.33, 0.27, 0.27, 0.35, 0.41, 0.03, -0.02, 0.03, 0.37, 0.38, 0.29, 0.36, 0.32, 0.33, 0.29, 0.35, 0.40, 0.13, 0.33, 0.25, 0.37, -0.08, 0.35, -0.71, 1.04, -0.39, -0.50, -0.57, -0.35, -0.33, -1.03, -0.25, -0.16, -1.15, 0.26, 0.33, 0.26, 0.13, 0.25, 0.31, 0.37, 0.29, 0.33, 0.29, 0.22, 0.35, 0.36, 0.39, 0.28, -0.71, 1.06, -0.41, -0.29, -0.76, -0.36, -0.33, -1.03, -0.24, -0.19, -1.14, 0.30, 0.25, 0.16, 0.25, 0.29, 0.31, 0.36, 0.29, 0.33, 0.29, 0.22, 0.35, 0.36, 0.39, 0.28]
}